1.
Here is a 3-piece molecular cluster, C3H10O4 overall at a distorted geometry from the Open Molecules 2025 dataset. Energies are from wB97M-V/def2-TZVPD.

Atoms and positions in Å:
C  2.7277  0.9237  0.9090
C  1.4871  1.0261  -0.0138
C  0.4083  0.1112  0.5058
O  0.3048  -1.0748  0.3794
O  -0.3114  0.7885  1.4493
H  2.4276  0.4764  1.8434
H  3.4122  0.2115  0.4895
H  3.1852  1.8914  1.0854
H  1.7960  0.7000  -1.0020
H  1.0440  2.0110  -0.0927
H  -1.1820  0.4107  1.6153
O  -2.9766  -2.0057  -0.4045
H  -3.0279  -2.0107  0.5564
H  -2.7859  -2.9243  -0.6232
O  -0.8619  0.5571  -2.4083
H  -0.1350  0.0725  -1.9970
H  -1.5638  0.3810  -1.7713

Atomic forces in eV per Å
C -0.876 -0.019 -0.013
C 0.070 -0.413 -0.370
C 0.492 0.091 1.630
O -0.233 -0.168 -0.863
O -0.325 0.797 -0.490
H -0.023 0.197 0.582
H 0.568 -0.058 -0.308
H 0.142 -0.048 -0.042
H -0.180 0.019 -0.204
H 0.250 0.246 0.081
H 0.195 -0.562 0.069
O -0.062 -0.043 0.110
H 0.011 0.034 -0.012
H 0.064 0.089 -0.114
O 0.146 -0.133 0.506
H 0.084 -0.045 -0.353
H -0.322 0.016 -0.209

Its strongest force on any atom is 1.71 eV/Å. For the HOMO-LUMO gap, the calculation gives 0.4084 Ha. As for the spin multiplicity: 1. Its total charge is 0. The SMILES is CCC(=O)O.O.O.

Löwdin analysis output, partial charges in e: -0.06 -0.15 -0.56 0.11 0.09 0.07 0.07 0.08 0.11 0.12 0.12 -0.06 0.03 0.04 -0.05 0.01 0.03


2.
Here is a single C4H5NO molecule from the Open Molecules 2025 dataset. Energies are from wB97M-V/def2-TZVPD.

Atoms and positions in Å:
C  2.6012  -0.3506  0.1467
C  1.4925  0.0001  -0.1667
C  0.0773  0.2329  -0.2280
C  -0.8019  -0.9527  0.0618
N  -0.3202  1.4455  -0.3440
O  -1.6910  1.5264  -0.1938
H  3.5594  -0.6493  0.5039
H  -1.4194  -1.2190  -0.8014
H  -0.1790  -1.8069  0.3329
H  -1.4720  -0.7061  0.8898
H  -1.8469  2.4797  -0.2012

Atomic forces in eV per Å
C -0.419 0.163 -0.088
C 0.520 -0.160 0.305
C -0.039 0.244 0.153
C -0.105 -0.040 0.020
N 0.382 -0.471 0.074
O -0.267 0.226 -0.089
H 0.016 0.062 -0.228
H 0.065 0.106 0.087
H -0.153 0.120 -0.057
H 0.027 -0.062 -0.112
H -0.025 -0.188 -0.066

Its strongest force on any atom is 0.62 eV/Å. For the HOMO-LUMO gap, the calculation gives 0.3756 Ha. As for the spin multiplicity: 1. Its total charge is 0. The SMILES is C#C/C(C)=N/O.

Löwdin analysis output, partial charges in e: 0.13 -0.09 -0.37 -0.03 0.04 -0.06 0.03 0.09 0.08 0.08 0.10


3.
Here is a 2-piece molecular cluster, C4H11N3O overall at a distorted geometry from the Open Molecules 2025 dataset. Energies are from wB97M-V/def2-TZVPD.

Atoms and positions in Å:
C  -1.2521  -2.0074  -1.4089
N  -1.4587  -1.7145  -0.0298
C  -0.8675  -1.1498  0.8518
N  -0.6599  -0.5610  1.9204
H  -2.0946  -2.6010  -1.7605
H  -1.1941  -1.0784  -1.9854
H  -0.3291  -2.5715  -1.5709
H  -0.4329  -1.0229  2.7804
N  2.2020  0.7671  0.4252
C  1.1029  0.6003  -0.4845
C  -0.1371  1.7263  -0.1482
O  -0.2497  1.9418  1.1928
H  2.4693  1.7509  0.4742
H  1.9078  0.5221  1.3691
H  0.8311  -0.4502  -0.5166
H  1.4155  0.8572  -1.4960
H  0.2172  2.6441  -0.6274
H  -1.0682  1.3866  -0.6277
H  -0.4018  0.9605  1.6420

Atomic forces in eV per Å
C 0.260 -0.260 -0.555
N 0.606 0.692 0.200
C -1.709 -0.978 1.042
N 0.373 0.150 -0.421
H 0.088 0.074 -0.074
H -0.069 -0.133 0.070
H -0.092 0.031 0.003
H 0.286 -0.387 0.019
N 0.442 0.046 0.355
C -1.376 2.146 -0.081
C 1.870 -2.041 -1.205
O -0.544 -2.102 2.095
H -0.083 -0.298 -0.015
H 0.042 0.105 -0.207
H -0.301 -0.017 0.102
H 0.152 -0.079 -0.108
H -0.191 -0.021 -0.037
H 0.007 0.084 -0.055
H 0.238 2.988 -1.128

Its strongest force on any atom is 3.20 eV/Å. For the HOMO-LUMO gap, the calculation gives 0.3311 Ha. As for the spin multiplicity: 1. Its total charge is 0. The SMILES is CN=C=N.NCCO.

Löwdin analysis output, partial charges in e: -0.10 0.08 -0.27 0.14 0.08 0.09 0.09 0.10 -0.02 -0.26 -0.29 -0.16 0.08 0.05 0.05 0.09 0.10 0.09 0.06


| no. | DFT total energy (Ha) |
| --- | --- |
| 1 | -421.26684 |
| 2 | -285.28508 |
| 3 | -398.43940 |